Formula: C4H7N3S
Source: OMol25
Level of theory: wB97M-V/def2-TZVPD

Electronic energy, a.u.: -718.85071
Total charge: 0
SMILES string: N[C@]12C[C@@H]1NNC2=S
Energy above the lowest of the compared OMol25 structures with the same formula, charge and spin, kcal per mole: 158.05
Orbital gap, Ha: 0.30021
LUMO, eV: 0.143

Structure (XYZ):
```
15
C4H7N3S (wB97M-V/def2-TZVPD)
N -1.16730 0.81596 0.61617
C -0.37600 0.40312 -0.49943
C -0.94580 -0.86306 -1.22535
C 0.11350 -1.21879 -0.17838
N 0.45955 -0.98963 1.28388
N 1.26926 0.28764 1.02222
C 0.99448 0.81916 -0.20224
S 2.07823 1.70098 -1.13103
H -1.98138 1.19065 0.33566
H -0.81180 1.61640 1.21199
H -2.03147 -0.80981 -1.07136
H -0.61767 -1.21491 -2.10488
H 1.05659 -1.34153 -0.69505
H -0.40686 -0.42228 1.68959
H 2.36667 0.02611 0.94822
```



Formula: C4H7N3S
Source: OMol25
Level of theory: wB97M-V/def2-TZVPD

Electronic energy, a.u.: -718.96041
Total charge: 0
SMILES string: [H]/N=C1/NN[C@@H]2C[C@@H]2S1
Energy above the lowest of the compared OMol25 structures with the same formula, charge and spin, kcal per mole: 89.22
Orbital gap, Ha: 0.34766
LUMO, eV: 0.690

Structure (XYZ):
```
15
C4H7N3S (wB97M-V/def2-TZVPD)
H 0.62687 -0.03517 3.36294
N -0.23395 0.34586 2.85069
C -0.08046 0.17437 1.55608
N -0.96494 0.65854 0.63704
N -0.42061 1.28260 -0.47636
C 0.16844 0.29054 -1.37918
C -0.55801 -1.06883 -1.22023
C 0.95210 -0.91476 -0.87003
S 1.43759 -0.61975 0.96129
H -1.71928 1.20190 1.17659
H 0.46462 1.80162 -0.13884
H 0.60581 0.70967 -2.33031
H -1.34970 -0.98094 -0.51870
H -0.76699 -1.52819 -2.22254
H 1.83851 -1.31746 -1.38843
```



Formula: C4H7N3S
Source: OMol25
Level of theory: wB97M-V/def2-TZVPD

Electronic energy, a.u.: -718.89599
Total charge: 0
SMILES string: [H]/N=C(/C=S)N(C)N=C
Energy above the lowest of the compared OMol25 structures with the same formula, charge and spin, kcal per mole: 129.64
Orbital gap, Ha: 0.28507
LUMO, eV: -1.326

Structure (XYZ):
```
15
C4H7N3S (wB97M-V/def2-TZVPD)
H -0.36629 1.38536 1.36879
N -0.83654 1.26513 0.45899
C -0.23612 0.27268 0.00255
C -0.19226 -0.20179 -1.29711
S -1.37285 -0.13559 -2.43348
N 0.95478 -0.42703 0.69946
C 0.11236 -1.72066 1.17449
N 1.22851 0.09789 1.94235
C 1.70214 1.27387 1.77497
H 0.85247 -0.49269 -1.64898
H 0.61387 -2.50198 1.89413
H -0.75662 -1.51195 1.81781
H -0.14935 -2.46852 0.42975
H 1.83471 1.78351 0.71675
H 2.19289 1.67918 2.72254
```